# 1
This record from the Open Molecules 2025 dataset describes the molecule C7ClF5N2. The level of theory is wB97M-V/def2-TZVPD.

Last column: natural (NBO) charge in e.
Element x y z (Å)
C (0.639, 0.014, -0.014)  -0.208
C (-0.067, -1.195, 0.085)  0.366
C (-0.021, 1.211, 0.082)  0.377
C (-1.427, -1.193, 0.213)  0.276
C (-1.435, 1.213, 0.141)  0.274
C (-2.148, 0.017, 0.297)  0.302
C (2.100, 0.007, -0.176)  0.055
N (2.900, 0.643, -1.196)  -0.014
N (2.900, -0.582, -1.196)  -0.023
F (0.574, -2.389, -0.168)  -0.297
F (0.658, 2.363, -0.094)  -0.285
F (-2.048, -2.366, 0.103)  -0.277
F (-2.051, 2.389, 0.148)  -0.280
F (-3.451, -0.124, 0.410)  -0.267
Cl (2.878, -0.009, 1.366)  0.002

Forces on atoms 1 to 6 (eV/Å):
0.3035 -0.8045 -0.4144
1.0175 -0.3873 -0.8935
-1.0908 0.0235 -0.8615
-0.0203 0.0000 -0.2376
0.1729 0.0885 0.7904
1.6128 -0.8683 -0.4477

Values from the calculation:
HOMO level: -10.2 eV
HOMO-LUMO gap: 0.370 hartree
SMILES: Fc1c(F)c(F)c(C2(Cl)N=N2)c(F)c1F
charge: 0

***

# 2
This record from the Open Molecules 2025 dataset describes a cluster of 3 separate species, C2H12NO2 in total. The level of theory is wB97M-V/def2-TZVPD.

Last column: Löwdin spin population.
Element x y z (Å)
C (-1.303, -0.028, 1.344)  0.122
N (0.090, -0.325, 0.946)  0.116
C (0.944, 0.897, 0.989)  0.125
H (-1.811, -0.993, 1.360)  0.047
H (-1.273, 0.364, 2.350)  0.022
H (-1.757, 0.626, 0.605)  0.006
H (0.033, -0.808, 0.030)  0.041
H (0.445, -1.020, 1.660)  0.171
H (0.698, 1.493, 0.122)  0.007
H (1.981, 0.568, 0.963)  0.044
H (0.712, 1.421, 1.908)  0.015
H (-0.978, 1.524, -2.600)  0.008
H (0.207, 0.684, -2.062)  0.021
O (-0.670, 1.023, -1.834)  0.045
H (0.347, -2.387, -1.924)  0.041
H (1.569, -1.486, -2.196)  0.039
O (0.764, -1.554, -1.660)  0.131

Forces on atoms 1 to 6 (eV/Å):
-0.1811 -0.5394 -0.1698
-0.5366 0.2878 0.5281
-0.0194 -0.6667 -0.5213
-0.2234 0.0443 -0.0053
-0.1943 0.3044 0.1404
0.0273 0.1178 0.1601

Values from the calculation:
HOMO level (alpha / beta): -2.8 / -11.6 eV
HOMO-LUMO gap (alpha / beta): 0.132 / 0.445 hartree
<S²>: 0.750
charge: 0
multiplicity: 2
energy above the lowest of the compared OMol25 structures with the same formula, charge and spin: 0.125 eV

***

# 3
This record from the Open Molecules 2025 dataset describes a cluster of 7 separate species, C31H63BrNO6 in total. The level of theory is wB97M-V/def2-TZVPD.

Last column: Mulliken charge in e.
Element x y z (Å)
Br (0.980, 2.090, -1.216)  -0.104
C (1.793, 0.349, -1.459)  -0.937
C (3.273, 0.366, -1.122)  -0.517
C (3.633, 0.873, 0.286)  -0.965
C (2.645, 0.565, 1.396)  -0.034
C (2.761, 1.409, 2.663)  -1.020
C (2.032, 0.542, 3.697)  -0.692
C (2.334, -0.918, 3.351)  -0.236
N (2.817, -0.853, 1.915)  0.087
H (1.240, -0.362, -0.848)  0.448
H (1.639, 0.084, -2.501)  0.516
H (3.802, 0.974, -1.855)  0.305
H (3.641, -0.659, -1.244)  0.289
H (3.802, 1.948, 0.280)  0.368
H (4.588, 0.418, 0.571)  0.489
H (1.603, 0.650, 1.090)  0.541
H (3.793, 1.631, 2.934)  0.382
H (2.173, 2.313, 2.528)  0.419
H (0.970, 0.692, 3.489)  0.306
H (2.153, 0.807, 4.744)  0.442
H (3.118, -1.396, 3.927)  -0.024
H (1.413, -1.491, 3.415)  0.298
H (2.383, -1.563, 1.328)  0.410
H (3.831, -1.059, 1.946)  0.202
C (6.041, -4.480, 1.573)  -0.695
C (5.253, -4.580, 2.879)  -0.570
C (5.334, -3.155, 3.397)  0.643
O (5.374, -2.306, 2.230)  -0.494
C (5.626, -3.110, 1.061)  -0.321
H (5.815, -5.273, 0.863)  0.372
H (7.112, -4.498, 1.776)  0.291
H (4.216, -4.858, 2.680)  0.254
H (5.665, -5.299, 3.584)  0.344
H (6.242, -2.990, 3.982)  0.275
H (4.475, -2.884, 4.011)  -0.579
H (4.705, -3.176, 0.468)  0.199
H (6.391, -2.621, 0.460)  0.293
C (-1.272, 4.291, -3.846)  0.195
C (-2.766, 4.367, -3.535)  -0.218
C (-3.373, 4.342, -4.932)  -0.513
O (-2.487, 3.562, -5.735)  -0.451
C (-1.259, 3.346, -5.039)  -0.290
H (-0.666, 3.928, -3.019)  -0.057
H (-0.893, 5.273, -4.135)  0.071
H (-3.080, 3.482, -2.973)  -0.120
H (-3.052, 5.250, -2.965)  0.405
H (-3.441, 5.351, -5.353)  0.304
H (-4.366, 3.891, -4.962)  0.304
H (-1.220, 2.300, -4.708)  0.154
H (-0.427, 3.529, -5.717)  0.174
C (-4.961, -0.154, -1.783)  -0.158
C (-5.448, 0.831, -2.844)  -0.510
C (-5.851, 2.027, -1.989)  -0.404
O (-4.981, 2.020, -0.855)  -0.469
C (-4.279, 0.780, -0.791)  -0.338
H (-4.291, -0.921, -2.169)  0.353
H (-5.811, -0.652, -1.314)  -0.026
H (-4.629, 1.106, -3.514)  0.218
H (-6.268, 0.450, -3.451)  0.363
H (-6.884, 1.940, -1.638)  0.352
H (-5.745, 2.977, -2.515)  0.222
H (-3.231, 0.955, -1.068)  0.138
H (-4.309, 0.407, 0.235)  0.327
C (3.605, 5.299, -3.438)  -0.472
C (4.006, 4.166, -4.383)  -0.576
C (2.673, 3.455, -4.587)  0.085
O (1.665, 4.456, -4.486)  -0.234
C (2.224, 5.665, -3.968)  -0.471
H (4.294, 6.141, -3.445)  0.355
H (3.530, 4.926, -2.413)  0.167
H (4.367, 4.573, -5.329)  0.273
H (4.777, 3.510, -3.980)  0.338
H (2.496, 2.708, -3.803)  -0.311
H (2.593, 2.965, -5.558)  0.326
H (2.290, 6.401, -4.775)  0.276
H (1.559, 6.057, -3.197)  0.277
C (-10.014, -1.160, -2.025)  -0.641
C (-10.230, -2.625, -1.654)  -0.570
C (-8.798, -3.133, -1.569)  -0.443
O (-8.003, -2.027, -1.133)  -0.393
C (-8.768, -0.821, -1.219)  0.071
H (-10.858, -0.516, -1.782)  0.370
H (-9.811, -1.068, -3.094)  0.275
H (-10.718, -2.699, -0.680)  0.255
H (-10.829, -3.177, -2.377)  0.353
H (-8.436, -3.467, -2.547)  0.274
H (-8.676, -3.952, -0.859)  0.264
H (-9.025, -0.498, -0.205)  0.276
H (-8.158, -0.046, -1.686)  -0.154
C (3.930, -5.005, 8.075)  -0.580
C (2.877, -3.913, 8.256)  -0.568
C (2.760, -3.366, 6.841)  -0.332
O (3.023, -4.460, 5.961)  -0.376
C (3.564, -5.560, 6.706)  -0.320
H (3.909, -5.765, 8.853)  0.357
H (4.930, -4.566, 8.054)  0.265
H (1.929, -4.352, 8.572)  0.265
H (3.157, -3.150, 8.980)  0.338
H (3.504, -2.577, 6.664)  0.212
H (1.768, -2.965, 6.619)  0.284
H (2.802, -6.341, 6.785)  0.276
H (4.418, -5.966, 6.162)  0.200

Forces on atoms 1 to 6 (eV/Å):
-0.1034 0.1096 0.0337
0.2129 -0.0781 -0.1227
-0.0578 -0.0884 0.1365
0.0858 -0.2081 0.0079
-0.2299 0.1422 0.2661
-0.1924 -0.4395 0.3059

Values from the calculation:
HOMO level: -10.5 eV
HOMO-LUMO gap: 0.288 hartree
charge: +1

***

# 4
This record from the Open Molecules 2025 dataset describes the molecule C2H4ClFN2. The level of theory is wB97M-V/def2-TZVPD.

Last column: natural (NBO) charge in e.
Element x y z (Å)
C (-0.154, -0.955, -0.036)  -0.056
C (-1.123, 0.219, 0.367)  0.139
H (2.625, 0.355, -0.453)  0.367
H (1.088, 1.101, -0.432)  0.374
H (-0.632, -1.899, -0.169)  0.202
H (-1.095, 0.409, 1.406)  0.192
N (1.674, 0.375, -0.037)  -0.640
N (1.123, -0.848, -0.213)  -0.187
F (-0.752, 1.418, -0.227)  -0.358
Cl (-2.753, -0.174, -0.205)  -0.032

Forces on atoms 1 to 6 (eV/Å):
0.7651 1.6915 0.0557
1.1560 -1.0262 -1.8289
-1.1023 0.2160 0.5059
0.4090 0.2519 0.1874
-0.0482 -0.5600 -0.0490
-0.3342 0.0217 1.2228

Values from the calculation:
HOMO level: -9.4 eV
HOMO-LUMO gap: 0.378 hartree
SMILES: N/N=C\[C@@H](F)Cl
charge: 0
energy above the lowest of the compared OMol25 structures with the same formula, charge and spin: 1.390 eV